Computed, not measured: a molecular structure, C16H44N4NaO4 at a distorted geometry, with wB97M-V/def2-TZVPD.

The energy comes out at -35849.3752 eV. As for the maximum force: 0.2561 Eh/bohr. The multiplicity is 1. As for the charge: +1. The frontier orbital gap comes out at 7.9 eV. The calculation puts the energy relative to the best compared isomer or geometry (same formula, charge and spin) at 428.2 kcal per mole. Its HOMO energy is -10.193 eV.

Each line ends with the Mulliken charge.
Cartesian coordinates (Å):
Na: 0.28 -0.28 -0.28  1.343
C: -3.27 0.20 -2.60  -1.388
C: -2.28 0.27 -1.37  0.373
C: -2.52 -0.78 -0.24  -1.030
O: -1.66 -0.59 0.85  -0.763
C: -1.84 -1.38 2.06  -0.916
N: -0.92 0.08 -2.02  -1.020
H: -4.31 0.45 -2.39  0.396
H: -3.29 -0.77 -3.10  0.382
H: -2.98 0.94 -3.34  0.453
H: -2.36 1.24 -0.89  0.201
H: -2.48 -1.82 -0.58  0.411
H: -3.57 -0.80 0.02  0.638
H: -2.81 -1.17 2.52  0.450
H: -1.16 -1.25 2.90  0.243
H: -1.80 -2.45 1.83  0.312
H: -0.95 0.72 -2.80  0.337
H: -0.96 -0.82 -2.47  0.146
C: -0.75 -4.01 -1.18  -1.796
C: -0.32 -2.64 -0.63  2.076
C: 0.71 -2.73 0.50  -1.483
O: 0.94 -1.44 1.11  0.454
C: 1.48 -1.49 2.41  -1.363
N: 0.09 -1.87 -1.76  -0.327
H: 0.06 -4.62 -1.59  0.393
H: -1.47 -3.92 -1.99  0.447
H: -1.29 -4.57 -0.42  0.416
H: -1.23 -2.21 -0.20  -1.532
H: 1.64 -3.25 0.27  0.330
H: 0.27 -3.43 1.21  0.485
H: 1.75 -0.52 2.84  0.707
H: 2.38 -2.09 2.46  0.481
H: 0.91 -2.17 3.05  0.509
H: -0.60 -1.83 -2.51  0.329
H: 0.86 -2.41 -2.11  0.317
C: -0.19 2.37 -0.04  -1.063
C: 0.44 1.90 1.21  1.687
C: -0.05 2.65 2.47  -1.188
O: -1.40 2.36 2.78  -0.276
C: -1.95 3.12 3.86  -0.886
N: 0.12 0.52 1.21  -0.860
H: -1.25 2.17 -0.16  0.044
H: 0.29 1.91 -0.90  -0.533
H: -0.01 3.44 -0.17  0.579
H: 1.53 1.98 1.18  -0.671
H: 0.10 3.72 2.35  0.489
H: 0.46 2.35 3.39  0.516
H: -2.70 2.59 4.45  0.261
H: -2.30 4.07 3.45  0.301
H: -1.17 3.39 4.56  0.348
H: 0.57 0.19 2.05  0.178
H: -0.89 0.43 1.28  1.010
C: 3.01 1.03 -3.43  -1.647
C: 2.25 0.49 -2.24  0.352
C: 2.85 0.90 -0.86  -1.009
O: 2.05 0.32 0.16  0.170
C: 2.63 0.58 1.37  -1.396
N: 0.84 0.92 -2.25  -0.261
H: 3.10 2.11 -3.41  0.380
H: 2.42 0.81 -4.32  0.425
H: 4.02 0.64 -3.50  0.408
H: 2.30 -0.60 -2.33  -0.071
H: 2.94 1.98 -0.81  0.292
H: 3.88 0.54 -0.81  0.559
H: 2.62 1.62 1.70  0.360
H: 3.68 0.31 1.31  0.525
H: 2.19 0.04 2.21  0.130
H: 0.28 0.64 -3.04  0.354
H: 0.82 1.93 -2.29  0.483